# 1
C28H37FN2PbSi2 | wB97M-V/def2-TZVPD

The calculation puts the HOMO energy (spin up / spin down) at -13.811 / -13.846 eV. Its net charge is +2. The calculation puts the frontier orbital gap (spin up / spin down) at 5.2 / 5.4 eV. The value obtained for the energy above the lowest of the compared OMol25 structures with the same formula, charge and spin is 0.449 eV.

```
71
Properties=species:S:1:pos:R:3:forces:R:3:nbo_charge:R:1
Pb -0.590900 -0.352400 0.133100 0.086 0.911 0.305 1.67
Si -2.129500 -3.241400 -0.944400 -1.293 -0.586 0.185 1.73
Si -0.450600 2.419700 2.227000 -0.833 0.512 0.286 1.62
F 1.803500 -1.080400 -0.722100 -0.066 -0.392 -0.107 -0.34
N -0.501300 -2.539800 -0.865300 0.850 0.016 -0.304 -0.95
N -1.363600 2.106600 -0.471600 0.083 -0.648 -0.176 -0.50
C -2.469000 3.300000 6.364600 0.020 0.026 0.106 -0.17
C 2.804700 -3.512100 -3.220700 -0.058 0.048 0.128 -0.07
C 3.692100 4.522000 1.657000 -0.029 -0.061 0.003 -0.17
C 2.871200 -2.454300 -2.318600 -0.125 0.407 0.452 -0.29
C -0.204600 2.755400 -1.125600 0.355 0.137 -0.486 -0.23
C 0.527800 -3.950100 -2.566600 0.299 -0.345 -0.333 -0.15
C 1.207900 3.264200 1.938900 -0.363 -0.387 0.184 -0.54
C 1.320000 4.656500 1.991900 -0.255 -0.112 0.036 -0.14
C -1.814000 4.124700 -2.443300 0.040 -0.057 -0.131 -0.41
C -0.276100 0.532300 2.375100 0.130 0.390 -0.093 -1.15
C 1.772400 -2.180600 -1.546600 0.572 0.375 -0.264 0.47
C -0.553300 3.337000 4.919400 -0.018 0.183 0.136 -0.21
C -3.096100 -2.016300 0.171700 0.473 -0.460 -0.468 -1.14
C -2.992800 3.235900 -2.019900 0.020 -0.120 0.086 -0.43
C -2.090600 -4.973900 -0.160400 0.038 0.900 -0.413 -1.10
C 2.370800 2.522100 1.724900 -0.277 -0.014 0.011 -0.20
C -2.902000 -3.175700 -2.680200 0.550 -0.034 0.643 -1.11
C -0.529000 3.307400 -2.513000 -0.104 0.145 0.134 -0.42
C -1.719700 2.769500 0.770100 0.437 -0.199 0.897 -0.66
C -2.501800 1.927600 -1.385900 -0.365 0.190 -0.274 -0.23
C 2.546600 5.278900 1.848800 0.045 0.076 -0.040 -0.20
C -1.320000 2.814800 3.886600 0.804 -0.183 -1.217 -0.39
C 3.598700 3.141000 1.587900 0.192 0.013 -0.090 -0.20
C 0.542500 -2.889800 -1.627500 -0.363 0.427 0.483 0.08
C -2.661800 2.527100 4.103900 -0.134 0.099 0.103 -0.24
C -1.134100 3.596500 6.148900 0.173 -0.035 0.115 -0.19
C -3.239500 2.787100 5.335100 -0.054 -0.208 -0.139 -0.19
C 1.630000 -4.251900 -3.329000 -0.541 -0.283 0.002 -0.20
H -2.912000 -2.167100 -3.086800 0.045 0.173 0.015 0.25
H -1.060000 0.092300 2.985900 -0.317 -0.199 -0.200 0.26
H -3.984600 -2.502300 0.561600 -0.188 -0.110 0.128 0.30
H -3.591000 2.960600 -2.889900 -0.079 0.041 0.056 0.23
H 3.763500 -1.850900 -2.228200 -0.006 0.041 0.048 0.26
H 0.301500 3.934600 -2.835800 0.058 -0.074 -0.002 0.25
H -2.020400 4.579500 -3.411100 0.017 0.075 0.056 0.24
H -0.529500 4.015600 6.938300 0.009 0.009 0.130 0.23
H -4.284100 2.567000 5.487300 -0.117 -0.021 0.080 0.23
H -3.103800 -5.361000 -0.111800 -0.209 -0.048 -0.006 0.27
H 4.653200 5.005900 1.569500 0.060 0.032 -0.037 0.24
H 1.571900 -5.073200 -4.026000 0.045 -0.075 -0.058 0.25
H -3.271100 2.104600 3.320900 -0.159 -0.064 -0.176 0.20
H 4.484400 2.544900 1.428600 0.098 -0.034 0.012 0.23
H 0.129400 3.582400 -0.497000 0.032 -0.103 0.028 0.23
H 0.677500 0.220300 2.785900 0.312 -0.315 -0.207 0.26
H 0.629900 2.048700 -1.191400 0.144 -0.001 0.054 0.19
H 2.612300 6.355400 1.888500 -0.004 0.092 0.045 0.23
H 0.492100 3.557100 4.766200 0.160 0.056 -0.009 0.22
H -0.635400 2.508500 -3.245800 0.068 -0.090 -0.084 0.20
H -1.803700 3.848200 0.615000 0.005 0.149 0.098 0.24
H -2.700300 2.411700 1.077700 -0.148 -0.021 0.155 0.23
H 3.658700 -3.751900 -3.833100 0.099 -0.009 -0.054 0.25
H -2.902700 3.443400 7.342700 -0.067 0.140 0.039 0.24
H -1.499200 -5.675100 -0.738500 0.123 -0.119 -0.149 0.25
H -1.690400 -4.952000 0.848400 0.071 0.070 0.160 0.26
H -0.366500 -4.541800 -2.645700 -0.148 -0.141 -0.103 0.23
H -2.378500 -3.807600 -3.390900 0.066 -0.111 -0.107 0.25
H 2.317200 1.444500 1.672000 0.083 -0.212 0.034 0.19
H 0.438600 5.259000 2.163100 -0.092 0.123 0.033 0.21
H -3.648700 3.772300 -1.332400 -0.021 -0.065 -0.036 0.22
H -2.191100 1.237100 -2.174400 -0.013 -0.030 0.016 0.20
H -2.542800 -1.695700 1.061400 -0.035 -0.065 0.279 0.21
H -3.931200 -3.521000 -2.649600 -0.181 -0.079 0.142 0.27
H -1.675500 4.938900 -1.730300 0.002 0.063 0.014 0.21
H -3.452200 -1.149400 -0.377800 -0.060 0.269 -0.153 0.25
H -3.318300 1.458100 -0.831600 0.061 -0.080 -0.002 0.21
```
Positions in Å, forces in eV/Å.

---

# 2
C39H58BrF3O6P2 | wB97M-V/def2-TZVPD

The calculation puts the HOMO energy at -9.075 eV. The calculation puts the frontier orbital gap at 9.2 eV. As for the structure (SMILES): CCC[C@@](CCCCCCCCCCCCOC)(OC(=O)C[C@@H](C)Br)PP(=O)(O)O.Fc1ccccc1.Fc1ccccc1.Fc1ccccc1.

```
109
Properties=species:S:1:pos:R:3:forces:R:3:mulliken_charge:R:1
Br -4.980116 -2.052138 -0.382164 1.202 -0.006 0.146 -0.19
P 2.143149 -2.953852 1.832729 -0.159 0.180 1.317 -0.26
P 3.858605 -3.841031 0.824574 5.792 0.051 -1.535 0.87
F 2.849199 -5.726166 3.503656 -0.663 -0.080 -0.003 -0.13
F -10.433812 3.502565 1.018585 -0.117 0.243 0.102 -0.21
F -4.546110 1.905609 0.825323 0.002 0.230 0.513 -0.30
O -0.308052 -4.095570 -0.075479 -1.470 7.884 1.142 -0.56
O 7.466500 0.080637 -2.848003 -1.539 1.385 -0.063 -0.43
O 4.627648 -4.911446 2.016270 -3.247 0.392 -3.196 -0.53
O 5.010611 -2.784490 0.438574 -4.951 -3.749 1.187 -0.63
O -0.135246 -1.777697 0.881495 -0.577 -2.185 -2.774 -0.40
O 3.440561 -4.902098 -0.522643 -0.882 1.171 2.756 -0.59
C 1.657222 -0.169390 1.529009 -0.771 0.035 0.110 -1.31
C -1.976607 -2.376418 -0.941443 -0.179 0.391 0.188 -0.31
C -0.689337 -2.823299 0.029180 0.040 -4.960 -1.534 0.48
C 3.746221 -5.557385 5.678126 -0.005 0.119 -0.111 -0.24
C -12.046099 2.047913 0.098819 0.081 0.032 -0.007 -0.24
C 7.347641 1.218992 -1.920021 1.476 0.777 0.374 -0.27
C 3.299656 3.295167 -4.226995 1.912 0.946 -0.848 -0.54
C -13.158638 1.226095 0.278972 0.078 0.167 0.438 -0.47
C -7.911839 2.986880 0.016456 0.444 0.145 -0.048 -0.18
C -11.505318 2.717256 1.191152 -0.977 -0.674 0.189 0.33
C 3.928977 -6.113141 6.944347 -0.267 -0.348 -0.262 -0.48
C 2.494421 -7.515070 4.998769 0.005 0.063 -0.125 -0.39
C -5.433647 4.086389 0.691424 0.105 -0.068 0.007 -0.52
C 4.103349 3.153139 1.202661 0.686 0.970 -0.154 -0.81
C 2.826661 2.197780 1.575590 0.212 -0.501 0.168 -0.65
C -6.521826 4.923009 0.443407 -0.205 -0.462 -0.073 -0.39
C -12.058979 2.584073 2.459631 0.059 0.049 0.002 -0.43
C 2.951617 0.646786 0.962378 0.238 0.809 1.010 0.53
C 1.936944 -1.733542 -0.745401 0.158 -0.684 -1.384 -1.08
C -6.820798 2.151150 0.253567 0.087 -0.044 -0.003 -0.33
C 4.112254 2.747231 -5.582572 -0.424 -0.362 -0.738 -0.77
C 2.686509 -8.075925 6.261140 0.193 0.371 0.027 -0.42
C 4.653526 3.023848 -0.333919 -0.420 -0.426 -0.677 0.21
C -3.084303 -1.467759 -0.122455 1.906 1.383 0.502 -0.01
C -5.592721 2.708551 0.591867 -1.092 0.896 -0.160 0.38
C 3.621510 3.572949 -1.491267 0.939 0.401 -0.590 -0.69
C 6.134949 0.986317 -4.914718 -0.112 0.310 0.557 -0.52
C 4.576097 1.175353 -5.467483 0.500 -0.529 -0.666 -0.12
C 4.308509 3.120230 -2.947442 -0.824 -0.519 0.881 0.40
C 3.028705 -6.262447 4.718068 0.188 -0.627 1.454 0.30
C -2.998931 0.123853 -0.535089 1.059 0.324 0.353 -0.39
C -13.178142 1.771261 2.638088 0.118 -0.018 -0.416 -0.38
C -7.760987 4.371303 0.108924 0.110 0.034 -0.009 -0.51
C 6.264226 -0.090360 -3.679265 -0.662 -0.616 0.188 0.09
C 1.303812 -1.574794 0.736912 2.019 -0.006 -0.033 1.36
C -13.725152 1.091305 1.548881 0.040 0.015 -0.070 -0.47
C 1.246559 -0.896876 -1.958239 -0.535 0.287 -1.149 -0.25
C 0.423693 0.449550 -1.551303 0.800 1.314 -0.061 0.76
C 3.400894 -7.373901 7.233122 0.008 0.057 -0.047 -0.49
H 6.888372 2.184422 -2.430123 0.678 -2.163 1.117 0.02
H 1.871496 -2.887061 -1.049091 0.058 2.576 0.695 0.44
H 3.801764 4.296911 1.364015 0.510 -2.459 -0.290 0.30
H 2.686251 2.172820 2.760691 0.381 -0.026 -2.583 0.31
H 2.520199 3.172518 -1.393943 2.215 0.545 -0.145 0.16
H 4.884507 1.888516 -0.619200 -0.528 2.433 0.863 -0.50
H 2.104496 -0.578587 -2.724353 -1.852 -0.690 1.681 -0.11
H -4.035831 0.665601 -0.532253 2.354 -1.554 -0.378 0.19
H 1.202238 -4.054879 2.049612 0.687 0.768 -0.850 0.07
H 4.554719 0.636816 -6.532857 -0.168 1.372 2.247 0.36
H 4.032093 -5.740588 1.996001 1.559 1.701 0.236 0.35
H -11.615569 3.112785 3.296876 -0.017 -0.022 -0.115 0.40
H 6.296635 -1.197579 -4.117403 0.110 2.448 0.951 0.31
H 5.050170 2.996107 1.912634 -2.253 0.002 -1.373 0.29
H -8.610569 5.024038 -0.080066 0.166 -0.153 0.057 0.37
H 1.829691 2.632500 1.140872 1.908 -0.653 0.707 0.27
H -13.584207 0.692353 -0.567173 0.103 0.127 0.135 0.35
H 5.315836 3.723511 -3.105940 -2.174 -1.139 0.214 0.33
H 4.613781 1.978884 -2.792180 -0.712 2.424 -0.580 -0.55
H -13.623276 1.668038 3.624752 0.122 0.033 -0.175 0.35
H 6.832372 0.948784 -0.890936 0.678 0.369 -2.315 0.14
H -2.798375 -1.528795 1.020854 -1.087 -0.087 -2.320 0.29
H -4.465749 4.496501 0.960561 -0.073 -0.078 -0.028 0.41
H -14.595597 0.453722 1.688108 0.173 0.129 -0.025 0.35
H 0.512514 -1.580027 -2.603132 1.627 1.254 1.541 0.32
H 6.878823 0.626203 -5.754840 -1.650 0.811 1.575 0.36
H 2.247977 2.797723 -4.103802 2.118 0.833 -0.129 0.19
H 2.279958 -9.058804 6.486903 0.053 0.196 -0.079 0.35
H -0.247616 0.869245 -2.443161 1.435 -1.148 1.894 0.42
H -8.878270 2.559627 -0.240003 0.388 0.063 0.027 0.27
H -6.405886 6.001868 0.511010 0.016 -0.207 0.008 0.36
H -0.221654 0.382490 -0.577767 1.215 -0.162 -2.025 -0.47
H -2.380485 0.292622 -1.542229 -1.713 -0.526 2.085 0.11
H -6.918107 1.073260 0.177319 0.051 0.067 0.034 0.43
H -2.343148 0.661398 0.305232 -1.436 -1.128 -1.776 0.00
H 3.106753 -1.497496 -0.795510 -2.633 -0.471 0.810 0.20
H 2.506134 -5.268271 -0.402747 1.643 0.814 -0.105 0.38
H 5.056230 3.430500 -5.828580 -1.992 -1.427 0.774 0.31
H 1.795376 -0.457650 2.675163 -0.095 0.764 -2.484 0.53
H 4.481755 -5.566595 7.704395 -0.088 -0.076 -0.185 0.35
H 3.957157 0.117335 1.326075 -2.178 1.157 -0.843 0.34
H -2.504868 -3.326785 -1.416894 1.522 1.898 1.297 0.44
H 3.002647 0.781376 -0.198704 -0.340 -0.612 2.209 -0.40
H 1.227502 1.307845 -1.348934 -1.787 -1.762 -0.358 -0.65
H 5.339607 -0.073028 -2.936911 1.546 0.170 -1.645 -0.23
H 5.675180 3.596863 -0.502889 -2.083 -1.078 0.629 0.44
H 1.934075 -8.043017 4.234300 0.060 0.062 0.043 0.38
H 6.481892 2.062873 -4.572632 -0.513 -2.302 -0.537 0.20
H 0.685939 0.521418 1.501829 2.073 -1.466 -0.176 0.14
H 4.156150 -4.583037 5.433062 -0.059 -0.102 -0.043 0.43
H -11.597695 2.171301 -0.881568 -0.021 0.011 0.095 0.41
H 3.555839 4.758794 -1.459965 0.113 -2.450 0.036 0.40
H 8.465784 1.524567 -1.634206 -2.383 -0.778 -0.676 0.31
H -1.544888 -1.708299 -1.820561 -0.791 -1.460 1.908 0.05
H 3.426162 2.814390 -6.556837 1.270 0.028 2.246 0.29
H 3.191507 4.470193 -4.408282 -0.152 -2.545 0.488 0.29
H 3.791144 0.602306 -4.809831 1.600 1.026 -1.039 -0.04
H 3.547502 -7.808925 8.219443 -0.032 0.079 -0.199 0.36
```
Positions in Å, forces in eV/Å.